No. 1
The following is a quantum chemistry calculation of a cluster of 6 separate species, C24H42N6 in total in a non-equilibrium geometry, from OMol25.

2S+1   2
Total charge   +1
Max |F|   4.84 eV/Å
Energy   -1267.68554 hartree
Energy relative to the best compared isomer or geometry (same formula, charge and spin)   173.4 kJ/mol
<S²>   0.7581
M   414.6 Da

Element x y z (Å)
1 C 1.592 0.167 4.876
2 C 1.260 1.384 5.596
3 C 1.705 1.364 7.080
4 C 3.156 1.125 7.173
5 N 4.313 0.844 7.221
6 H 2.671 0.013 4.868
7 H 1.187 0.223 3.865
8 H 1.220 -0.749 5.335
9 H 0.194 1.599 5.665
10 H 1.524 2.291 5.053
11 H 1.234 0.575 7.667
12 H 1.276 2.224 7.594
13 C -4.851 -1.473 -4.878
14 C -3.552 -2.024 -5.403
15 C -3.122 -1.605 -6.806
16 C -2.669 -0.170 -6.792
17 N -2.370 0.929 -6.878
18 H -4.772 -0.393 -4.755
19 H -5.179 -2.031 -4.001
20 H -5.602 -1.564 -5.663
21 H -3.636 -3.100 -5.250
22 H -2.879 -1.617 -4.649
23 H -3.967 -1.700 -7.488
24 H -2.305 -2.213 -7.193
25 C 1.312 0.277 -0.708
26 C 0.797 -0.921 0.057
27 C -0.648 -1.099 -0.239
28 C -1.030 -1.019 -1.608
29 N -1.357 -0.939 -2.759
30 H 1.159 0.220 -1.786
31 H 2.380 0.359 -0.505
32 H 0.775 1.105 -0.245
33 H 0.928 -0.786 1.130
34 H 1.407 -1.797 -0.164
35 H -1.258 -0.450 0.390
36 H -0.939 -2.100 0.080
37 C 5.831 2.735 -2.000
38 C 6.062 3.578 -0.696
39 C 4.871 4.408 -0.152
40 C 3.508 3.789 -0.185
41 N 2.480 3.283 -0.183
42 H 5.458 3.345 -2.823
43 H 4.951 2.131 -1.781
44 H 6.680 2.161 -2.372
45 H 6.773 4.373 -0.922
46 H 6.531 2.963 0.072
47 H 4.715 5.313 -0.740
48 H 5.181 4.636 0.867
49 C -2.415 -5.313 -0.229
50 C -2.917 -5.669 -1.660
51 C -2.675 -4.658 -2.815
52 C -1.237 -4.466 -3.142
53 N -0.124 -4.351 -3.437
54 H -1.510 -4.716 -0.338
55 H -2.007 -6.170 0.305
56 H -3.262 -4.897 0.317
57 H -3.954 -6.002 -1.714
58 H -2.353 -6.558 -1.944
59 H -3.031 -3.715 -2.399
60 H -3.249 -4.820 -3.727
61 C -2.330 1.999 3.621
62 C -1.574 2.408 2.291
63 C -0.094 2.971 2.375
64 C 0.089 3.850 3.578
65 N 0.252 4.470 4.563
66 H -3.247 1.443 3.426
67 H -2.619 2.926 4.115
68 H -1.777 1.405 4.348
69 H -2.248 3.045 1.719
70 H -1.444 1.495 1.711
71 H 0.180 3.539 1.486
72 H 0.553 2.119 2.584

---

No. 2
The following is a quantum chemistry calculation of a cluster of 7 separate species, C24H42NO24S6 in total in a non-equilibrium geometry, from OMol25.

Total charge   +1
Max |F|   2.20 eV/Å
Energy   -5188.97443 hartree
M   921.0 Da

Element x y z (Å)
1 C 6.717 0.251 0.060
2 C 6.440 -1.133 -0.451
3 C 7.256 -1.914 -1.263
4 C 6.820 -3.188 -1.632
5 C 5.587 -3.707 -1.249
6 C 4.749 -2.910 -0.460
7 C 3.359 -3.331 -0.009
8 C 2.313 -2.641 -0.899
9 C 0.823 -2.753 -0.475
10 C 0.137 -1.356 -0.643
11 C 1.207 -0.375 -1.215
12 N 2.486 -1.143 -1.004
13 C 5.211 -1.663 -0.076
14 H 6.644 0.258 1.151
15 H 5.898 0.862 -0.329
16 H 7.670 0.682 -0.246
17 H 8.217 -1.538 -1.593
18 H 7.464 -3.800 -2.256
19 H 5.260 -4.701 -1.536
20 H 3.246 -4.416 -0.063
21 H 3.224 -3.058 1.044
22 H 2.553 -2.996 -1.906
23 H 0.412 -3.311 -1.320
24 H 0.642 -3.200 0.497
25 H -0.647 -1.310 -1.397
26 H -0.176 -0.947 0.318
27 H 1.404 0.537 -0.650
28 H 1.148 -0.159 -2.281
29 H 3.278 -0.872 -1.590
30 H 2.778 -0.897 -0.053
31 H 4.566 -1.048 0.552
32 C 4.992 4.344 1.785
33 C 5.020 4.757 0.333
34 O 4.471 3.628 -0.373
35 S 3.375 2.917 0.542
36 O 2.088 3.365 0.158
37 O 3.696 1.525 0.611
38 O 3.761 3.607 1.924
39 H 5.820 3.677 2.026
40 H 5.006 5.192 2.461
41 H 6.018 4.974 -0.022
42 H 4.372 5.616 0.149
43 C -3.373 -1.519 0.330
44 C -4.435 -1.485 -0.751
45 O -5.436 -2.396 -0.290
46 S -5.496 -2.367 1.314
47 O -6.551 -1.504 1.709
48 O -5.390 -3.695 1.788
49 O -4.101 -1.609 1.557
50 H -2.742 -2.408 0.240
51 H -2.750 -0.629 0.326
52 H -4.057 -1.793 -1.722
53 H -4.884 -0.493 -0.835
54 C 6.481 8.749 1.950
55 C 7.877 9.187 1.563
56 O 8.593 7.959 1.360
57 S 7.602 6.848 0.789
58 O 7.732 6.787 -0.621
59 O 7.703 5.690 1.606
60 O 6.223 7.598 1.129
61 H 6.434 8.441 2.996
62 H 5.736 9.519 1.766
63 H 8.356 9.785 2.333
64 H 7.877 9.740 0.622
65 C -9.507 -3.753 1.459
66 C -9.650 -2.901 0.218
67 O -10.104 -3.817 -0.789
68 S -11.022 -4.943 -0.113
69 O -12.385 -4.598 -0.279
70 O -10.508 -6.207 -0.510
71 O -10.611 -4.668 1.409
72 H -8.583 -4.336 1.440
73 H -9.543 -3.164 2.371
74 H -8.715 -2.436 -0.082
75 H -10.413 -2.130 0.348
76 C -2.023 6.811 -0.044
77 C -0.935 7.762 0.408
78 O -0.024 6.939 1.147
79 S -0.001 5.463 0.514
80 O 1.107 5.353 -0.362
81 O -0.234 4.530 1.555
82 O -1.333 5.598 -0.373
83 H -2.726 6.598 0.763
84 H -2.567 7.182 -0.909
85 H -1.315 8.565 1.033
86 H -0.398 8.187 -0.443
87 C -7.683 -8.753 -1.267
88 C -7.689 -7.333 -1.783
89 O -6.400 -6.813 -1.417
90 S -5.317 -7.991 -1.457
91 O -4.628 -7.939 -2.698
92 O -4.625 -8.004 -0.220
93 O -6.344 -9.219 -1.503
94 H -7.873 -8.788 -0.193
95 H -8.401 -9.386 -1.781
96 H -8.483 -6.735 -1.349
97 H -7.769 -7.306 -2.872